*a*
# C2H2ClNO2

A single C2H2ClNO2 molecule (ωB97M-V/def2-TZVPD, the OMol25 dataset).

Each line ends with the Mulliken charge.
Atoms and positions in Å:
1 Cl 1.4777 -0.4203 2.3809  -0.130
2 C 0.3898 -1.1344 1.2461  0.433
3 N 0.4574 -2.3676 0.9923  -0.250
4 O -0.4946 -2.5277 -0.2489  -0.143
5 O -0.4856 -1.2053 -0.8535  -0.215
6 C -0.4722 -0.3574 0.2876  -0.233
7 H -1.4137 -0.3746 0.6371  0.235
8 H -0.1849 0.6484 0.0092  0.304

The value obtained for the HOMO-LUMO gap is 10.5638 eV. Its LUMO energy is 0.34 eV. The charge is 0. As for the HOMO energy: -10.2 eV. As for the spin multiplicity: 1.

***

*b*
# C2H2ClNO2

A single C2H2ClNO2 molecule (ωB97M-V/def2-TZVPD, the OMol25 dataset).

Each line ends with the Mulliken charge.
Atoms and positions in Å:
1 C 0.2584 -0.8056 0.9010  -0.513
2 C -0.3711 0.0729 0.2162  0.237
3 Cl -2.1690 0.6391 0.5946  -0.149
4 N 0.2585 0.6504 -0.9990  0.931
5 O 1.3442 0.2655 -1.3373  -0.576
6 O -0.4528 1.4208 -1.6046  -0.526
7 H -0.1260 -1.2154 1.8018  0.316
8 H 1.2577 -1.0277 0.4272  0.279

The value obtained for the HOMO-LUMO gap is 10.4623 eV. Its LUMO energy is -0.73 eV. The charge is 0. As for the HOMO energy: -11.2 eV. As for the spin multiplicity: 1.

***

*c*
# C2H2ClNO2

2 unconnected molecules or ions with the total composition C2H2ClNO2 (ωB97M-V/def2-TZVPD, the OMol25 dataset).

Each line ends with the Mulliken charge.
Atoms and positions in Å:
1 C 0.9511 0.9491 0.6075  -0.153
2 N 0.1701 1.5562 0.0439  0.403
3 O -0.6562 2.1163 -0.6038  -0.563
4 H 1.9160 0.4950 0.9375  0.337
5 O -0.0028 -1.8883 0.7071  -0.360
6 C -0.3621 -1.2815 -0.2219  0.167
7 Cl -2.0738 -1.4187 -0.5897  -0.160
8 H 0.0577 -0.5280 -0.8807  0.329

The value obtained for the HOMO-LUMO gap is 11.0860 eV. Its LUMO energy is 0.54 eV. The charge is 0. As for the HOMO energy: -10.5 eV. As for the spin multiplicity: 1.

***

Most stable to least stable: *c*, *b*, *a*

***

*a*
# C4H7O2P

A single C4H7O2P molecule (ωB97M-V/def2-TZVPD, the OMol25 dataset).

Each line ends with the Mulliken charge.
Atoms and positions in Å:
1 C 0.2522 -3.0270 2.1116  -0.122
2 C -0.1408 -2.0329 1.5498  -0.327
3 C -0.8710 -1.1928 0.5693  -0.304
4 O -0.2724 -0.5048 -0.4635  -0.533
5 P 0.5957 1.3419 -0.6733  0.567
6 C -0.1718 2.7939 -0.8474  -0.688
7 O 1.2138 0.9166 -2.0645  -0.490
8 H 0.8046 -3.6442 2.8383  0.364
9 H -1.5118 -0.5831 1.2177  0.284
10 H -1.5784 -1.8750 0.0029  0.246
11 H 1.8120 1.5361 -0.0528  0.097
12 H -0.6001 3.1889 -0.0149  0.323
13 H -0.6087 3.0754 -1.8625  0.221
14 H 1.0767 0.0070 -2.3107  0.363

The value obtained for the HOMO-LUMO gap is 8.6134 eV. Its LUMO energy is 0.03 eV. The charge is 0. As for the HOMO energy: -8.6 eV. As for the spin multiplicity: 1.

***

*b*
# C4H7O2P

2 unconnected molecules or ions with the total composition C4H7O2P (ωB97M-V/def2-TZVPD, the OMol25 dataset).

Each line ends with the Mulliken charge.
Atoms and positions in Å:
1 C -3.3806 0.7195 0.7452  0.015
2 C -2.4476 0.5604 -0.0217  -0.557
3 C 2.2948 -1.0727 0.5365  -0.537
4 C -1.3610 0.2186 -0.9155  -0.131
5 O 1.8565 1.5820 0.1673  -0.560
6 O -0.8948 -1.1136 -0.8106  -0.479
7 P 2.8104 0.4657 0.2090  0.492
8 H -4.0322 0.9039 1.4786  0.495
9 H 3.0339 -1.8003 0.7169  0.288
10 H 1.3215 -1.4721 0.4608  0.199
11 H -0.3863 0.8514 -0.6927  0.148
12 H -1.9157 0.4842 -1.9167  0.216
13 H -1.0329 -1.3344 0.0454  0.282
14 H 4.1340 1.0074 -0.0026  0.128

The value obtained for the HOMO-LUMO gap is 9.6736 eV. Its LUMO energy is 0.28 eV. The charge is 0. As for the HOMO energy: -9.4 eV. As for the spin multiplicity: 1.

***

Most stable to least stable: *b*, *a*

***

*a*
# CNO4S

A gas-phase ion, CNO4S (charge -1) (ωB97M-V/def2-TZVPD, the OMol25 dataset).

Each line ends with the Mulliken charge.
Atoms and positions in Å:
1 O 2.0882 0.6474 0.3897  -0.681
2 N 0.9968 0.3059 -0.1071  1.030
3 O 0.9929 -0.2916 -1.1346  -0.570
4 O 0.0236 0.7148 0.5938  -0.385
5 C -1.3780 -0.2529 0.1713  0.535
6 O -1.0271 -1.3543 0.0125  -0.447
7 S -2.5519 0.7591 -0.1107  -0.480

The value obtained for the HOMO-LUMO gap is 8.3456 eV. Its LUMO energy is 3.55 eV. The charge is -1. As for the HOMO energy: -4.8 eV. As for the spin multiplicity: 1.

***

*b*
# CNO4S

A gas-phase ion, CNO4S (charge -1) (ωB97M-V/def2-TZVPD, the OMol25 dataset).

Each line ends with the Mulliken charge.
Atoms and positions in Å:
1 O 2.2989 -0.2008 0.1826  -0.658
2 N 1.1475 -0.1606 -0.1491  1.050
3 O 0.7357 -0.0083 -1.3196  -0.590
4 O 0.2271 -0.2612 0.7575  -0.318
5 C -1.2035 0.2473 0.2256  0.558
6 O -1.0650 1.3937 -0.0439  -0.529
7 S -2.1408 -1.0102 0.3469  -0.513

The value obtained for the HOMO-LUMO gap is 8.1578 eV. Its LUMO energy is 3.64 eV. The charge is -1. As for the HOMO energy: -4.5 eV. As for the spin multiplicity: 1.

***

Most stable to least stable: *b*, *a*

***

*a*
# CH5OP

2 unconnected molecules or ions with the total composition CH5OP (ωB97M-V/def2-TZVPD, the OMol25 dataset).

Each line ends with the Mulliken charge.
Atoms and positions in Å:
1 H 2.5940 0.7270 -1.8350  0.068
2 H 1.8647 0.9147 -1.9023  -0.067
3 C -1.1269 -0.7296 0.4817  -0.888
4 P 0.4389 -0.0214 1.3563  0.400
5 O 0.3989 1.4027 1.0492  -0.391
6 H -1.4823 -1.6416 0.8349  0.347
7 H -0.8831 -0.8025 -0.5580  0.267
8 H -1.8042 0.1507 0.5733  0.264

The value obtained for the HOMO-LUMO gap is 8.7613 eV. Its LUMO energy is -0.57 eV. The charge is 0. As for the HOMO energy: -9.3 eV. As for the spin multiplicity: 1.

***

*b*
# CH5OP

2 unconnected molecules or ions with the total composition CH5OP (ωB97M-V/def2-TZVPD, the OMol25 dataset).

Each line ends with the Mulliken charge.
Atoms and positions in Å:
1 C 1.2040 -0.2012 -1.0797  -1.013
2 O -1.3801 1.0334 1.3364  -0.466
3 P -0.6388 -0.4466 1.3815  0.161
4 H 1.0788 0.8812 -0.9347  0.354
5 H 0.9045 -0.9346 -1.8245  0.321
6 H 1.8841 -0.5434 -0.2660  0.305
7 H -1.5246 1.5067 0.5498  0.320
8 H -1.5279 -1.2955 0.8372  0.018

The value obtained for the HOMO-LUMO gap (spin up / spin down) is 8.1773 / 8.3738 eV. Its LUMO energy (spin up / spin down) is 0.06 / -0.39 eV. The charge is 0. As for the HOMO energy (spin up / spin down): -8.1 / -8.8 eV. As for the spin multiplicity: 1.

***

Most stable to least stable: *a*, *b*

***

*a*
# C5H11PS

2 unconnected molecules or ions with the total composition C5H11PS (ωB97M-V/def2-TZVPD, the OMol25 dataset).

Each line ends with the Mulliken charge.
Atoms and positions in Å:
1 C -0.4578 0.7213 -2.3947  -1.354
2 C -1.1215 0.6147 -1.0471  -0.023
3 C -0.3095 -0.2626 -0.1255  -0.867
4 P -0.8960 -0.9016 1.3507  0.029
5 C 0.4541 -2.2493 1.5635  -0.824
6 H 0.6055 0.7521 -2.2951  0.364
7 H -0.7961 1.6034 -2.8245  0.399
8 H -0.5649 -0.1994 -2.9471  0.331
9 H -2.1872 0.2498 -1.3461  0.290
10 H -1.1904 1.5684 -0.4846  0.297
11 H 0.7012 -0.7106 -0.5153  0.361
12 H -0.0926 -3.2474 1.4827  0.282
13 H 0.8221 -2.1147 2.6287  0.259
14 H 1.2447 -2.0745 0.7520  0.263
15 C 0.9656 1.5992 1.4039  -0.236
16 S 0.8725 0.9821 2.8773  -0.217
17 H 1.1348 2.6441 1.3890  0.283
18 H 0.8155 1.0248 0.5322  0.361

The value obtained for the HOMO-LUMO gap is 7.6184 eV. Its LUMO energy is -0.58 eV. The charge is 0. As for the HOMO energy: -8.2 eV. As for the spin multiplicity: 1.

***

*b*
# C5H11PS

A single C5H11PS molecule (ωB97M-V/def2-TZVPD, the OMol25 dataset).

Each line ends with the Mulliken charge.
Atoms and positions in Å:
1 C 1.9662 -0.0075 -0.7694  -1.084
2 C 1.0830 1.1558 -0.1859  -0.345
3 C -0.2679 0.5281 0.0927  -0.099
4 C -1.4313 1.4177 0.4405  -0.613
5 S -2.9739 0.6116 -0.0084  -0.321
6 P -0.9739 -0.7703 -1.0042  0.025
7 C -0.7887 -2.2602 0.1844  -0.941
8 H 1.7602 -0.7148 0.0582  0.245
9 H 2.9956 0.1614 -0.8138  0.410
10 H 1.5023 -0.2983 -1.7314  0.276
11 H 1.2299 2.0977 -0.7659  0.330
12 H 1.3952 1.5556 0.8405  0.270
13 H -0.0639 0.0424 1.0378  0.237
14 H -1.3473 1.7930 1.4227  0.399
15 H -1.4370 2.3495 -0.2060  0.269
16 H -1.9303 -2.5083 0.3144  0.298
17 H -0.4195 -1.9566 1.2026  0.301
18 H -0.2986 -3.1967 -0.1089  0.342

The value obtained for the HOMO-LUMO gap is 7.6736 eV. Its LUMO energy is -0.60 eV. The charge is 0. As for the HOMO energy: -8.3 eV. As for the spin multiplicity: 1.

***

Most stable to least stable: *b*, *a*

***

*a*
# C20H28N4O4

A single C20H28N4O4 molecule (ωB97M-V/def2-TZVPD, the OMol25 dataset).

Each line ends with the Mulliken charge.
Atoms and positions in Å:
1 C -5.4575 6.2593 -0.2389  -1.453
2 C -3.9799 6.4778 0.0080  0.123
3 O -3.2757 6.3898 -1.2663  -0.325
4 N -2.6697 5.1557 -1.3488  -0.463
5 C -2.7119 4.5761 -0.2187  0.394
6 C -2.1170 3.2202 -0.0174  0.237
7 O -2.1471 2.6959 1.0854  -0.690
8 N -1.5780 2.6526 -1.1131  -0.050
9 C -0.9280 1.3562 -1.0486  -0.811
10 C 0.5016 1.4479 -0.5235  -1.030
11 C 1.2143 0.1020 -0.4636  1.055
12 C 2.6977 0.2783 -0.1381  -0.986
13 C 3.4087 -1.0652 -0.0090  -0.667
14 C 2.6946 -1.9769 0.9860  -0.878
15 N 1.2826 -2.1078 0.6368  0.228
16 C 0.8074 -3.1073 -0.1751  0.539
17 O -0.1334 -2.9290 -0.9353  -0.663
18 C 1.4385 -4.4579 -0.0622  -0.141
19 C 1.8153 -5.0201 1.1494  -0.532
20 C 2.3190 -6.3107 1.1974  -0.733
21 C 2.4418 -7.0772 0.0423  0.501
22 N 2.9871 -8.3451 0.0484  -0.516
23 C 2.0592 -6.4981 -1.1757  1.195
24 O 2.2154 -7.2890 -2.2876  -0.604
25 C 1.5538 -5.2182 -1.2238  -0.916
26 C 0.5884 -0.8273 0.5770  -1.674
27 C -3.3293 5.3981 0.8745  0.584
28 C -2.2687 5.9167 1.8443  -1.658
29 H -6.0145 6.3677 0.6933  0.348
30 H -5.8368 6.9831 -0.9590  0.398
31 H -5.6309 5.2555 -0.6310  0.299
32 H -3.7855 7.4810 0.3888  0.416
33 H -1.5718 3.1934 -1.9626  0.310
34 H -1.5327 0.7187 -0.4048  0.281
35 H -0.9396 0.9203 -2.0485  0.402
36 H 1.0692 2.1278 -1.1668  0.200
37 H 0.4791 1.8987 0.4738  0.412
38 H 1.1243 -0.3954 -1.4376  0.235
39 H 3.1796 0.8928 -0.9027  0.430
40 H 2.7842 0.8276 0.8079  0.324
41 H 3.4318 -1.5651 -0.9829  0.281
42 H 4.4453 -0.9253 0.3062  0.430
43 H 3.1625 -2.9558 1.0067  0.571
44 H 2.7568 -1.5535 1.9940  0.279
45 H 1.7044 -4.4535 2.0651  0.510
46 H 2.6167 -6.7424 2.1455  0.304
47 H 3.0358 -8.8247 -0.8324  0.219
48 H 2.8718 -8.9137 0.8667  0.214
49 H 1.8956 -6.8161 -3.0619  0.293
50 H 1.2197 -4.7935 -2.1642  0.348
51 H 0.6587 -0.3602 1.5660  0.190
52 H -0.4575 -1.0258 0.3631  0.663
53 H -4.0771 4.8180 1.4170  0.384
54 H -1.7713 5.0856 2.3418  0.418
55 H -1.5198 6.5058 1.3115  0.367
56 H -2.7272 6.5520 2.6033  0.408

The value obtained for the HOMO-LUMO gap is 8.6239 eV. Its LUMO energy is 0.73 eV. The charge is 0. As for the HOMO energy: -7.9 eV. As for the spin multiplicity: 1.

***

*b*
# C20H28N4O4

A molecular structure, C20H28N4O4 (ωB97M-V/def2-TZVPD, the OMol25 dataset).

Each line ends with the Mulliken charge.
Atoms and positions in Å:
1 C 2.8949 -4.3204 2.7063  -0.843
2 C 1.7296 -5.1912 2.2513  -0.319
3 C 0.9749 -5.8392 3.4513  -0.553
4 C 0.5977 -4.9023 4.5902  -1.670
5 C -0.5192 -4.2342 4.1700  -1.098
6 N -0.4962 -3.2701 3.2452  0.418
7 C -1.1205 -3.5398 2.1771  0.431
8 O -1.8871 -4.6756 1.7497  -0.744
9 N -1.0076 -2.8226 0.8972  -0.162
10 C -0.2021 -1.5476 0.9782  0.648
11 C -0.2648 -0.8352 -0.0796  -1.348
12 C 0.6617 0.2152 -0.0209  1.361
13 C 1.5529 0.6749 1.1376  -1.334
14 C 1.0713 -0.1083 2.3132  -0.827
15 C 0.4155 -1.3430 2.1315  0.701
16 C 0.1777 -2.1028 3.5318  0.100
17 O 0.7625 -1.7913 4.5260  -0.541
18 H 1.6698 0.1244 3.3512  0.221
19 H 1.8858 1.5711 1.1273  0.613
20 C 0.8884 1.3234 -1.0606  0.101
21 O 2.0680 1.7284 -1.3937  -0.642
22 N -0.2263 1.4297 -1.8031  -0.166
23 H -1.1311 1.1091 -1.6619  0.315
24 C -0.1608 2.4059 -2.9363  -1.137
25 H 0.8806 2.3478 -3.5284  0.276
26 C -0.8138 3.7333 -2.8377  -0.376
27 N -0.8267 4.5236 -3.9508  0.209
28 C -2.1572 5.4775 -3.8389  -0.459
29 C -2.2439 6.2379 -4.9549  -1.314
30 O -1.0627 6.8823 -5.5585  -0.373
31 C -0.1804 5.7731 -5.8330  -0.595
32 C 0.2782 4.9955 -4.5373  -0.880
33 H 0.9156 4.3424 -4.6639  0.622
34 H 0.7578 5.8070 -3.7171  0.317
35 H 0.8666 6.3346 -6.1035  0.300
36 H -0.6256 5.0944 -6.5507  0.351
37 H -2.9349 6.9548 -5.1125  0.727
38 H -2.7438 5.6528 -5.6225  0.502
39 H -2.9797 5.0277 -3.4104  0.500
40 H -1.8186 6.1835 -2.8870  0.283
41 H -1.7451 3.6203 -2.2715  0.359
42 H -0.3297 4.2462 -1.7476  0.179
43 H -0.5141 1.8536 -3.8749  0.400
44 H -0.4022 -1.0120 -0.9702  1.016
45 H -1.5012 -3.1028 0.0749  0.224
46 H -1.0070 -3.4933 5.0406  0.380
47 H -1.4177 -4.8015 3.9868  0.632
48 H 0.4708 -5.3368 5.5209  0.504
49 H 1.2715 -4.2682 4.7707  0.847
50 H 1.7364 -6.6648 4.1792  0.262
51 H 0.1979 -6.5652 3.1958  0.365
52 H 0.9724 -4.7727 1.7045  0.216
53 H 2.0289 -6.0628 1.5165  0.303
54 H 3.6902 -4.8119 3.3364  0.329
55 H 3.4433 -3.9248 1.7809  0.321
56 H 2.4603 -3.3780 3.3222  0.048

The value obtained for the HOMO-LUMO gap is 8.0712 eV. Its LUMO energy is -0.43 eV. The charge is 0. As for the HOMO energy: -8.5 eV. As for the spin multiplicity: 1.

***

Most stable to least stable: *a*, *b*